Entry 1:
A single C4H5NO2 molecule, computed with ωB97M-V/def2-TZVPD.

The geometry in XYZ format:
```
12
C4H5NO2, DFT ωB97M-V/def2-TZVPD
O -1.647 0.323 1.727
C -0.921 1.098 1.159
N -0.435 0.680 0.033
C 0.817 0.517 -0.552
C 0.681 -0.986 -0.600
C -0.712 -0.954 -0.077
O -1.650 -1.669 -0.139
H -0.682 2.063 1.533
H 0.752 0.972 -1.530
H 1.698 0.868 -0.028
H 1.357 -1.491 0.074
H 0.750 -1.438 -1.581
```

Values from the calculation:
Kohn-Sham gap = 10.46 eV
SMILES = O=CN1CCC1=O
relative energy (zero: lowest compared OMol25 entry of this formula, charge and spin) = 232.5 kJ/mol
net charge = 0
multiplicity = 1

***

Entry 2:
A single C3H3ClN2OS molecule, computed with ωB97M-V/def2-TZVPD.

The geometry in XYZ format:
```
11
C3H3ClN2OS, DFT ωB97M-V/def2-TZVPD
O 1.095 -0.999 2.102
N 1.612 -0.414 1.043
C 0.772 0.226 0.241
S 1.102 0.732 -1.417
N -0.502 1.472 -1.536
C -1.257 1.212 -0.570
C -0.670 0.305 0.570
Cl -1.519 -1.304 0.263
H 1.767 -1.594 2.501
H -2.328 1.505 -0.711
H -0.843 0.679 1.606
```

Values from the calculation:
Kohn-Sham gap = 8.81 eV
SMILES = O/N=C1/SN=C[C@H]1Cl
relative energy (zero: lowest compared OMol25 entry of this formula, charge and spin) = 243.6 kJ/mol
net charge = 0
multiplicity = 1

***

Entry 3:
A gas-phase ion, C3H8NO2 (charge +1), computed with ωB97M-V/def2-TZVPD.

The geometry in XYZ format:
```
14
C3H8NO2, DFT ωB97M-V/def2-TZVPD
O -1.914 1.165 -0.722
C -1.143 0.242 -0.163
N 0.094 -0.125 -1.049
C 1.117 -0.632 -0.097
C 0.622 -0.140 1.289
O -0.440 0.746 1.027
H -1.835 2.027 -0.280
H -1.671 -0.702 0.026
H 0.406 0.730 -1.530
H -0.156 -0.801 -1.779
H 2.103 -0.237 -0.338
H 1.156 -1.721 -0.125
H 0.281 -0.977 1.908
H 1.380 0.425 1.831
```

Values from the calculation:
Kohn-Sham gap = 12.24 eV
SMILES = O[C@H]1[NH2+]CCO1
relative energy (zero: lowest compared OMol25 entry of this formula, charge and spin) = 138.2 kJ/mol
net charge = +1
multiplicity = 1

***

Entry 4:
2 unconnected molecules or ions with the total composition C3H3Br2F, computed with ωB97M-V/def2-TZVPD.

The geometry in XYZ format:
```
9
C3H3Br2F, DFT ωB97M-V/def2-TZVPD
C 0.509 0.724 0.785
C -0.790 0.958 0.985
C 0.799 -1.386 -1.604
F 1.343 -2.468 -1.104
Br -1.680 1.867 -0.410
Br -1.001 -1.555 -1.782
H 1.118 1.070 -0.032
H 1.249 0.157 1.375
H -1.545 0.632 1.788
```

Values from the calculation:
Kohn-Sham gap = 8.83 eV
relative energy (zero: lowest compared OMol25 entry of this formula, charge and spin) = 280.8 kJ/mol
net charge = 0
multiplicity = 1

***

Entry 5:
A gas-phase ion, C10H16N2O (charge +2), computed with ωB97M-V/def2-TZVPD.

The geometry in XYZ format:
```
29
C10H16N2O, DFT ωB97M-V/def2-TZVPD
C 0.781 0.959 0.276
C -0.036 -0.108 -0.214
C -0.785 -0.945 0.741
C 0.889 1.335 1.626
C 1.731 1.703 -0.465
C -1.821 -1.973 0.336
C -0.881 0.978 -2.285
C 1.124 -0.617 -2.440
C -0.829 -1.203 3.228
C -0.234 -0.338 -1.728
N -0.510 -0.701 1.982
N 1.080 1.847 2.698
O 2.470 2.723 -0.257
H 1.943 1.560 -1.574
H -2.617 -1.636 -0.236
H -2.354 -2.327 1.095
H -1.234 -2.720 -0.334
H -0.472 2.012 -1.991
H -1.859 1.026 -2.096
H -0.807 0.853 -3.335
H 1.950 0.037 -2.493
H 0.876 -0.842 -3.491
H 1.630 -1.548 -2.199
H -0.842 -0.490 4.047
H -0.276 -2.170 3.334
H -1.933 -1.467 3.391
H -1.054 -1.113 -1.803
H 2.468 3.099 0.636
H 1.602 2.068 3.552
```

Values from the calculation:
Kohn-Sham gap (spin up / spin down) = 7.57 / 7.40 eV
net charge = +2
<S²> = 2.02
multiplicity = 3

***

Entry 6:
A molecular structure, C23H36BCaN2O2SSbSe, computed with ωB97M-V/def2-TZVPD.

The geometry in XYZ format:
```
68
C23H36BCaN2O2SSbSe, DFT ωB97M-V/def2-TZVPD
Ca 0.432 0.238 0.193
O -2.811 0.852 1.866
B -1.430 1.221 1.800
O -1.268 2.309 2.704
C -2.488 2.583 3.252
C -2.830 3.557 4.162
C -4.168 3.614 4.554
C -5.108 2.725 4.045
C -4.747 1.741 3.123
C -3.425 1.698 2.745
H -2.091 4.245 4.549
H -4.480 4.366 5.265
H -6.137 2.797 4.368
H -5.470 1.044 2.721
C 1.820 -1.873 -2.722
N 3.070 -1.616 -2.023
C 4.005 -0.792 -2.779
C 3.186 -1.817 -0.704
S 1.836 -2.197 0.279
N 4.414 -1.754 -0.152
C 4.568 -1.635 1.291
C 5.600 -2.250 -0.838
H 2.057 -2.081 -3.765
H 1.170 -0.992 -2.681
H 1.309 -2.725 -2.286
H 3.432 -0.017 -3.290
H 4.563 -1.385 -3.506
H 4.693 -0.294 -2.104
H 3.866 -0.908 1.693
H 5.582 -1.281 1.488
H 4.414 -2.596 1.789
H 5.332 -2.726 -1.777
H 6.075 -3.000 -0.203
H 6.322 -1.453 -1.031
C -2.163 -3.376 -2.896
C -2.616 -1.927 -3.043
Sb -2.256 -0.800 -1.247
C -3.550 0.863 -1.643
C -2.774 2.091 -2.104
C -3.530 -1.918 0.068
C -4.929 -2.158 -0.484
H -2.287 -3.933 -3.827
H -2.736 -3.894 -2.125
H -1.110 -3.438 -2.613
H -3.678 -1.866 -3.280
H -2.076 -1.427 -3.850
H -4.069 1.061 -0.707
H -4.289 0.553 -2.385
H -2.047 2.404 -1.349
H -3.443 2.934 -2.286
H -2.224 1.901 -3.029
H -3.558 -1.336 0.988
H -3.026 -2.860 0.292
H -5.434 -1.217 -0.706
H -5.546 -2.699 0.236
H -4.907 -2.747 -1.402
Se 1.766 2.048 -1.546
C 2.732 2.019 0.115
C 2.089 2.244 1.338
C 2.785 2.197 2.544
C 4.149 1.965 2.555
C 4.810 1.777 1.344
C 4.114 1.786 0.150
H 1.040 2.537 1.361
H 2.248 2.378 3.466
H 4.696 1.948 3.487
H 5.883 1.625 1.334
H 4.645 1.664 -0.784
```

Values from the calculation:
Kohn-Sham gap = 7.69 eV
relative energy (zero: lowest compared OMol25 entry of this formula, charge and spin) = 3.1 kJ/mol
net charge = 0
multiplicity = 1

***

Entry 7:
A molecular structure, C6H16NS, computed with ωB97M-V/def2-TZVPD.

The geometry in XYZ format:
```
24
C6H16NS, DFT ωB97M-V/def2-TZVPD
C -0.755 -2.217 -1.273
C 1.193 0.396 -1.198
C 1.116 1.439 1.569
C -1.120 0.673 2.063
C -0.349 -1.304 -0.105
C -0.127 0.102 -0.581
N -0.227 1.203 1.049
S -1.529 0.770 -1.426
H -1.747 -1.951 -1.635
H -0.786 -3.246 -0.926
H -0.051 -2.146 -2.097
H 1.227 -0.151 -2.143
H 2.018 0.035 -0.593
H 1.335 1.448 -1.432
H 1.739 1.934 0.828
H 1.087 2.072 2.457
H 1.570 0.489 1.846
H -2.105 0.486 1.643
H -0.707 -0.243 2.481
H -1.225 1.393 2.878
H 0.567 -1.680 0.355
H -1.158 -1.352 0.621
H -0.619 2.065 0.668
H -0.871 1.709 -2.118
```

Values from the calculation:
Kohn-Sham gap = 10.65 eV
relative energy (zero: lowest compared OMol25 entry of this formula, charge and spin) = 76.3 kJ/mol
net charge = +1
multiplicity = 1

***

Entry 8:
2 unconnected molecules or ions with the total composition C6H19N3Si, computed with ωB97M-V/def2-TZVPD.

The geometry in XYZ format:
```
29
C6H19N3Si, DFT ωB97M-V/def2-TZVPD
C -2.898 -0.372 1.271
C 2.096 -1.002 0.619
C 0.633 -0.699 2.512
C 0.596 2.804 -0.220
C 1.063 1.354 -2.190
C -0.775 -2.543 -2.040
N -1.899 0.405 0.467
N 0.867 -0.400 1.140
N 0.572 1.510 -0.791
Si -0.229 0.173 -0.049
H -3.333 -1.234 0.617
H -2.421 -1.004 2.108
H -3.635 0.260 1.575
H 2.405 -0.581 -0.443
H 2.958 -0.862 1.218
H 1.963 -2.064 0.417
H -0.206 -0.036 2.953
H 0.544 -1.751 2.629
H 1.367 -0.210 3.029
H -0.120 2.886 0.569
H 1.528 3.094 0.105
H 0.376 3.580 -1.058
H 0.677 0.424 -2.533
H 0.615 2.243 -2.774
H 2.151 1.279 -2.210
H -0.824 -1.810 -2.849
H 0.082 -3.289 -2.216
H -1.657 -2.898 -1.564
H -2.494 0.745 -0.291
```

Values from the calculation:
Kohn-Sham gap (spin up / spin down) = 8.42 / 6.73 eV
relative energy (zero: lowest compared OMol25 entry of this formula, charge and spin) = 215.1 kJ/mol
net charge = 0
multiplicity = 1

***

Entry 9:
A gas-phase ion, C5H12NO2 (charge -1), computed with ωB97M-V/def2-TZVPD.

The geometry in XYZ format:
```
20
C5H12NO2, DFT ωB97M-V/def2-TZVPD
C 0.978 0.484 2.554
N 1.105 0.488 1.051
C 0.025 0.124 0.215
C -0.632 1.257 -0.692
O -1.274 2.195 -0.010
C 0.274 -1.293 -0.551
C -1.204 -1.905 -0.753
O 0.843 -1.210 -1.860
H 0.531 -0.456 2.944
H 2.012 0.589 2.903
H 0.544 1.295 2.949
H 1.461 1.479 0.808
H -0.898 -0.145 0.852
H -1.397 0.667 -1.392
H 0.177 1.757 -1.224
H 1.040 -1.866 -0.044
H -1.802 -1.020 -1.137
H -1.215 -2.728 -1.351
H -1.769 -2.042 0.198
H 0.378 -0.837 -2.542
```

Values from the calculation:
Kohn-Sham gap = 6.31 eV
SMILES = CN[C@@H](C[O-])[C@@H](C)O
relative energy (zero: lowest compared OMol25 entry of this formula, charge and spin) = 452.4 kJ/mol
net charge = -1
multiplicity = 1

***

Entry 10:
2 unconnected molecules or ions with the total composition C25H34BF10N3O5PS2, computed with ωB97M-V/def2-TZVPD.

The geometry in XYZ format:
```
81
C25H34BF10N3O5PS2, DFT ωB97M-V/def2-TZVPD
C 8.773 -4.989 -0.895
B 7.658 -4.554 -2.036
O 7.562 -5.157 -3.337
C 6.586 -3.397 -1.620
C 5.485 -3.553 -0.498
P 5.348 -5.213 0.432
S 5.580 -5.009 2.374
C 4.473 -2.386 -0.116
C 3.401 -2.601 1.043
O 3.444 -1.785 2.021
N 2.344 -3.628 1.066
C 1.667 -3.476 2.381
O 2.100 -4.015 3.425
F 0.454 -2.707 2.521
C 4.540 -1.040 -0.893
C 3.597 0.230 -0.675
C 2.027 -0.098 -0.543
C 1.440 -0.965 -1.806
C 0.534 -2.183 -1.297
C -0.995 -2.180 -1.774
F -1.249 -1.330 -2.918
F -1.221 -3.520 -2.304
C -2.085 -2.025 -0.606
F -3.295 -2.640 -1.104
F -1.758 -2.764 0.572
S -2.538 -0.289 -0.103
F -1.110 0.396 -0.617
F -1.811 -0.585 1.405
F -3.966 -0.915 0.578
F -3.364 0.052 -1.510
F -2.997 1.230 0.473
C 5.652 -0.909 -1.999
C 6.671 -2.033 -2.371
C 7.656 -1.492 -3.511
O 8.497 -2.073 -4.234
N 7.372 -0.029 -3.486
C 6.014 0.309 -2.970
O 5.372 1.327 -3.321
H 8.464 -6.008 -0.472
H 8.752 -4.153 -0.103
H 9.805 -4.980 -1.394
H 8.253 -5.861 -3.438
H 6.354 -6.158 0.007
H 4.077 -5.859 0.139
H 2.713 -4.592 1.047
H 3.753 1.071 -1.450
H 3.915 0.699 0.340
H 1.770 -0.557 0.471
H 1.484 0.927 -0.573
H 0.928 -0.203 -2.482
H 2.312 -1.409 -2.430
H 1.043 -3.158 -1.664
H 0.585 -2.247 -0.142
H 8.110 0.285 -2.823
C -6.122 2.386 -0.293
C -7.336 2.843 0.515
C -7.327 4.343 0.809
N -6.775 4.743 2.184
C -7.830 4.529 3.247
C -5.476 4.054 2.580
C -4.421 4.804 1.802
C -4.861 6.254 1.917
C -6.374 6.232 2.133
H -5.222 2.313 0.319
H -6.304 1.398 -0.721
H -5.915 3.072 -1.120
H -7.447 2.236 1.417
H -8.217 2.637 -0.102
H -8.351 4.728 0.780
H -6.756 4.885 0.050
H -8.083 3.466 3.275
H -8.704 5.129 2.991
H -7.428 4.844 4.211
H -5.337 4.207 3.655
H -5.530 2.984 2.386
H -4.410 4.496 0.754
H -3.419 4.642 2.204
H -4.585 6.826 1.028
H -4.376 6.734 2.771
H -6.932 6.725 1.335
H -6.635 6.690 3.090
```

Values from the calculation:
Kohn-Sham gap = 6.91 eV
net charge = +1
multiplicity = 1

***

Entry 11:
A molecular structure, C15H44BNO18, computed with ωB97M-V/def2-TZVPD.

The geometry in XYZ format:
```
79
C15H44BNO18, DFT ωB97M-V/def2-TZVPD
C 2.138 6.858 0.575
C 0.847 6.252 0.024
C 0.992 4.676 -0.044
C -0.395 4.044 -0.442
N -0.323 2.520 -0.592
C 0.227 2.017 0.780
C 1.538 1.409 0.556
C 1.924 1.656 -0.907
C 0.608 2.034 -1.575
C -1.802 2.084 -0.805
C -2.250 2.412 -2.286
C -3.621 1.858 -2.501
H 2.159 6.563 1.704
H 2.224 7.794 0.476
H 3.053 6.587 -0.064
H 0.766 6.525 -1.039
H -0.020 6.448 0.558
H 1.211 4.199 0.850
H 1.901 4.488 -0.649
H -0.767 4.524 -1.446
H -1.170 4.290 0.248
H -0.342 0.939 0.953
H 0.169 2.629 1.642
H 1.761 0.463 0.997
H 2.153 2.231 0.961
H 2.095 0.582 -1.404
H 2.648 2.539 -0.919
H 0.274 1.107 -2.067
H 0.760 2.777 -2.508
H -2.342 2.677 -0.152
H -2.106 0.977 -0.640
H -1.598 1.873 -3.055
H -2.271 3.475 -2.577
H -3.595 0.644 -2.459
H -4.022 2.289 -3.329
H -4.221 2.345 -1.697
O -0.080 -2.271 3.896
C -0.545 -2.509 2.746
O -0.658 -1.665 1.928
B -0.774 -2.374 0.670
O -1.134 -3.737 1.094
C -0.795 -3.824 2.264
O -0.449 -4.856 2.850
O 0.489 -2.243 -0.049
C 0.127 -1.927 -1.196
O 0.912 -1.454 -2.060
C -1.269 -1.635 -1.218
O -1.832 -1.782 -0.137
O -1.881 -1.404 -2.288
O 3.437 -1.477 0.818
H 3.873 -0.842 1.442
H 3.002 -2.229 1.201
O -0.738 -7.171 4.198
H -0.640 -6.421 3.642
H -0.507 -7.814 3.475
O 2.198 -5.315 4.344
H 1.511 -5.221 4.959
H 2.406 -6.302 4.475
O -1.198 0.332 4.229
H -1.551 0.485 3.362
H -0.578 -0.337 4.098
O 3.842 -0.747 -3.319
H 3.882 -0.286 -4.115
H 3.103 -1.326 -3.236
O 2.354 -0.661 4.920
H 1.717 -1.137 4.216
H 2.365 -1.402 5.482
O -2.071 -1.918 -5.166
H -1.032 -1.743 -5.105
H -2.341 -2.017 -4.123
O -2.700 -4.641 -1.995
H -2.649 -5.076 -1.154
H -3.228 -3.964 -1.921
O 0.766 -0.081 -4.399
H 1.413 -0.360 -4.945
H 0.797 -0.686 -3.658
O -2.882 -5.852 0.558
H -3.320 -5.282 1.083
H -1.945 -5.613 0.970
```

Values from the calculation:
Kohn-Sham gap = 9.17 eV
relative energy (zero: lowest compared OMol25 entry of this formula, charge and spin) = 84.9 kJ/mol
net charge = 0
multiplicity = 1

***

Entry 12:
A molecular structure, C11H24F8N5O16S8Sr, computed with ωB97M-V/def2-TZVPD.

The geometry in XYZ format:
```
73
C11H24F8N5O16S8Sr, DFT ωB97M-V/def2-TZVPD
Sr 0.738 1.562 -2.936
C -2.187 -4.192 6.306
C -1.768 -2.808 5.928
C -1.552 -2.437 4.476
C -0.912 -1.050 4.143
N -0.605 -0.870 2.648
C -1.859 -0.666 1.775
C -1.715 0.673 1.125
C -1.022 1.497 2.130
C 0.065 0.535 2.461
C 0.222 -1.983 1.966
C 1.561 -2.136 2.615
C 2.309 -3.385 2.115
H -2.595 -4.264 7.314
H -1.397 -4.934 6.192
H -3.081 -4.493 5.762
H -0.719 -2.690 6.198
H -2.335 -1.998 6.388
H -2.452 -2.601 3.883
H -0.839 -3.135 4.039
H 0.093 -1.000 4.561
H -1.522 -0.224 4.508
H -1.890 -1.420 0.989
H -2.696 -0.617 2.472
H -1.093 0.534 0.240
H -2.709 1.027 0.851
H -0.734 2.482 1.762
H -1.746 1.629 2.934
H 0.707 0.499 1.581
H 0.569 0.891 3.360
H 0.353 -1.699 0.921
H -0.454 -2.837 1.985
H 1.497 -2.195 3.701
H 2.198 -1.275 2.410
H 3.335 -3.426 2.480
H 2.505 -3.362 1.044
H 1.695 -4.193 2.515
N -1.239 0.254 -2.315
S -2.739 0.926 -2.837
O -3.628 1.492 -1.813
O -3.293 0.475 -4.064
F -2.024 2.279 -3.338
S -1.873 -1.119 -2.166
O -1.749 -1.968 -3.315
O -3.078 -1.348 -1.348
F -0.720 -1.765 -1.246
N 2.634 0.097 -3.040
S 3.851 0.001 -3.946
O 3.631 -0.791 -5.111
O 5.190 0.142 -3.359
F 3.594 1.506 -4.584
S 2.794 -1.449 -2.313
O 4.014 -1.576 -1.456
O 2.292 -2.600 -3.045
F 1.629 -1.149 -1.202
N 0.796 3.330 -1.315
S 2.025 3.947 -0.514
O 1.871 4.264 0.906
O 3.066 4.686 -1.234
F 2.802 2.483 -0.394
S -0.198 4.640 -0.853
O 0.319 5.984 -1.017
O -1.132 4.426 0.263
F -1.258 4.537 -2.121
N 0.550 2.002 -5.326
S -0.024 1.493 -6.619
O 0.867 1.196 -7.684
O -1.379 1.989 -6.906
F -0.406 -0.003 -6.136
S 0.564 3.633 -5.892
O -0.577 4.431 -5.491
O 1.189 3.941 -7.190
F 1.673 4.176 -4.825
```

Values from the calculation:
Kohn-Sham gap = 8.98 eV
relative energy (zero: lowest compared OMol25 entry of this formula, charge and spin) = 358.7 kJ/mol
net charge = -1
multiplicity = 1

***

Number 1: E_tot -360.580868 a.u.. Number 2: E_tot -1159.147480 a.u.. Number 3: E_tot -324.074655 a.u.. Number 4: E_tot -5363.852966 a.u.. Number 5: E_tot -574.526732 a.u.. Number 6: E_tot -4900.405973 a.u.. Number 7: E_tot -690.882456 a.u.. Number 8: E_tot -693.618319 a.u.. Number 9: E_tot -402.857161 a.u.. Number 10: E_tot -3674.194643 a.u.. Number 11: E_tot -2031.764737 a.u.. Number 12: E_tot -5926.251309 a.u..